# 1
ORCA calculation (the ωB97M-V functional and the def2-TZVPD basis) on a molecular structure, C5H21FeN10O6 in a non-equilibrium geometry.

Output
* HOMO energy (spin up / spin down): -10.79 / -9.50 eV
* LUMO energy (spin up / spin down): -2.096 / -2.096 eV
* ⟨S²⟩: 6.007
* total energy: -2465.90161 Ha

Structure (ORCA input):
```
! wB97M-V def2-TZVPD RIJCOSX def2/J DEFGRID3
* xyz 1 5
Fe -4.266 16.018 -5.191
O -3.459 14.762 -6.503
H -2.694 14.202 -6.638
C -2.499 14.995 -2.552
O -2.766 15.390 -3.684
N -2.852 15.637 -1.419
N -1.899 13.798 -2.293
H -3.393 16.483 -1.432
H -2.428 15.316 -0.568
H -1.749 13.277 -3.142
H -1.982 13.396 -1.380
C -6.025 13.513 -4.623
O -5.877 14.741 -4.645
N -5.147 12.661 -5.191
N -6.957 12.899 -3.868
H -5.278 11.674 -5.089
H -4.285 13.134 -5.456
H -7.686 13.519 -3.552
H -7.174 11.940 -4.071
C -6.515 17.897 -6.468
O -5.725 16.959 -6.376
N -6.244 19.166 -6.780
N -7.814 17.714 -6.125
H -5.248 19.259 -6.942
H -6.731 19.918 -6.330
H -8.100 16.765 -5.933
H -8.646 18.278 -6.131
C -2.292 17.942 -6.877
O -3.063 17.558 -5.989
N -2.001 17.099 -7.883
N -1.795 19.190 -6.969
H -1.345 17.391 -8.584
H -2.311 16.144 -7.731
H -1.175 19.294 -7.750
H -1.999 19.828 -6.223
C -6.029 17.708 -2.986
O -5.074 17.171 -3.568
N -7.193 17.020 -2.811
N -6.027 18.965 -2.586
H -7.988 17.500 -2.430
H -7.285 16.101 -3.204
H -5.188 19.506 -2.703
H -6.784 19.303 -2.018
*
```

Results of the natural (NBO) charge analysis, in e, for atoms 1 through 2:
1 Fe 1.5979
2 O -1.2665



# 2
ORCA calculation (the ωB97M-V functional and the def2-TZVPD basis) on 5 unconnected molecules or ions with the total composition C5H21N2O4 in a non-equilibrium geometry.

Output
* HOMO energy: -12.27 eV
* relative energy (zero: lowest compared OMol25 entry of this formula, charge and spin): 80.2 kcal per mole
* LUMO energy: -2.913 eV
* total energy: -613.24863 Ha

Structure (ORCA input):
```
! wB97M-V def2-TZVPD RIJCOSX def2/J DEFGRID3
* xyz 1 1
N 0.605 -0.205 1.384
C -0.092 -0.753 0.141
C -1.419 -1.342 0.636
C -2.549 -0.551 0.012
C -2.631 0.390 -0.995
C 0.875 -1.931 -0.336
N 2.188 -1.354 -0.540
H 1.402 0.417 0.959
H 0.095 0.507 1.910
H 1.052 -0.886 2.028
H -0.220 0.014 -0.673
H -1.554 -2.430 0.311
H -1.579 -1.581 1.632
H -3.486 -0.859 0.489
H -1.887 0.650 -1.681
H -3.560 0.877 -1.206
H 0.403 -2.279 -1.285
H 0.943 -2.872 0.317
H 2.327 -0.662 -1.140
H 2.642 -1.025 0.300
H 2.561 2.273 0.338
H 2.834 2.169 1.935
O 2.608 1.650 1.143
H -1.096 -1.309 -3.008
H 0.584 -1.004 -3.216
O -0.267 -0.812 -2.741
H -1.494 1.757 3.099
H -1.459 2.090 1.861
O -0.851 1.597 2.370
H 0.472 2.631 -0.737
H 1.241 2.540 -2.181
O 1.312 2.295 -1.124
*
```

Results of the natural (NBO) charge analysis, in e, for atoms 1 through 2:
1 N -0.7670
2 C -0.0711



# 3
ORCA calculation (the ωB97M-V functional and the def2-TZVPD basis) on 4 unconnected molecules or ions with the total composition C5H21N2O4 in a non-equilibrium geometry.

Output
* HOMO energy: -12.76 eV
* relative energy (zero: lowest compared OMol25 entry of this formula, charge and spin): 15.4 kcal per mole
* LUMO energy: -2.697 eV
* total energy: -613.35193 Ha

Structure (ORCA input):
```
! wB97M-V def2-TZVPD RIJCOSX def2/J DEFGRID3
* xyz 1 1
N 0.451 -0.057 2.463
C 0.722 1.266 1.793
C -0.283 1.637 0.680
N 0.177 1.127 -0.635
C 0.484 2.265 -1.516
C -0.781 0.198 -1.287
C -0.055 -0.830 -2.163
O 0.689 -1.762 -1.407
H 1.314 -0.457 2.821
H 0.000 -0.806 1.784
H -0.233 0.074 3.203
H 1.738 1.251 1.365
H 0.743 2.030 2.569
H -1.277 1.218 0.944
H -0.375 2.731 0.715
H -0.344 2.954 -1.715
H 1.290 2.849 -1.050
H 0.873 1.913 -2.480
H -1.519 0.755 -1.890
H -1.361 -0.329 -0.524
H -0.787 -1.421 -2.714
H 0.624 -0.313 -2.879
H 1.503 -1.331 -1.076
H -3.276 -3.129 0.083
H -3.651 -2.595 1.453
O -3.042 -2.430 0.703
H -1.374 -2.288 1.128
H 0.030 -2.297 0.439
O -0.412 -2.185 1.316
H 3.430 -0.172 -1.051
H 2.019 0.416 -0.626
O 2.683 -0.281 -0.445
*
```

Results of the natural (NBO) charge analysis, in e, for atoms 1 through 2:
1 N -0.7158
2 C -0.2391



# 4
ORCA calculation (the ωB97M-V functional and the def2-TZVPD basis) on 5 unconnected molecules or ions with the total composition C5H21N2O5 in a non-equilibrium geometry.

Output
* HOMO energy (spin up / spin down): -17.62 / -17.62 eV
* relative energy (zero: lowest compared OMol25 entry of this formula, charge and spin): 29.8 kcal per mole
* LUMO energy (spin up / spin down): -7.858 / -12.646 eV
* ⟨S²⟩: 0.773
* total energy: -688.14005 Ha

Structure (ORCA input):
```
! wB97M-V def2-TZVPD RIJCOSX def2/J DEFGRID3
* xyz 2 2
O 0.052 -2.188 -0.168
C -0.714 -1.273 -0.408
N -2.052 -1.626 -0.618
C -3.071 -0.685 -0.987
C -0.171 0.099 -0.850
N 0.864 0.434 0.208
C 0.746 1.136 -2.908
C 0.563 -0.202 -2.201
H -2.342 -2.506 -0.175
H -3.099 -0.689 -2.090
H -4.048 -1.048 -0.662
H -3.023 0.309 -0.538
H -0.979 0.817 -0.884
H 1.605 0.924 -0.300
H 1.241 -0.402 0.649
H 0.425 1.106 0.856
H 1.401 1.831 -2.389
H 1.214 0.987 -3.879
H -0.185 1.679 -3.034
H 1.537 -0.663 -2.041
H -0.126 -0.861 -2.730
H 2.194 -1.188 2.787
H 2.360 -0.379 4.023
O 1.787 -0.434 3.245
H -0.861 2.703 1.610
H -1.341 3.526 0.423
O -1.187 2.610 0.695
H 1.928 -2.557 0.385
H 2.375 -3.334 1.584
O 2.429 -2.445 1.206
H 0.938 1.366 3.214
H -0.605 1.469 3.293
O 0.143 1.484 2.687
*
```

Results of the natural (NBO) charge analysis, in e, for atoms 1 through 2:
1 O -0.3871
2 C 0.6123



# 5
ORCA calculation (the ωB97M-V functional and the def2-TZVPD basis) on 4 unconnected molecules or ions with the total composition C5H21N3O3 in a non-equilibrium geometry.

Output
* structure (SMILES): CN[C@H](CN)CCN.O.O.O
* HOMO energy: -8.73 eV
* relative energy (zero: lowest compared OMol25 entry of this formula, charge and spin): 22.2 kcal per mole
* LUMO energy: 0.528 eV
* total energy: -593.03975 Ha

Structure (ORCA input):
```
! wB97M-V def2-TZVPD RIJCOSX def2/J DEFGRID3
* xyz 0 1
C -0.742 -0.192 -2.713
N -1.426 0.472 -1.584
C -0.853 0.304 -0.215
C 0.524 1.021 -0.290
N 1.032 1.217 1.071
C -0.756 -1.199 0.123
C -1.362 -1.717 1.438
N -0.825 -0.880 2.526
H -0.399 0.581 -3.397
H -1.420 -0.842 -3.267
H 0.053 -0.838 -2.344
H -2.385 0.152 -1.577
H -1.575 0.823 0.398
H 0.278 1.968 -0.726
H 1.150 0.395 -0.914
H 0.731 2.093 1.459
H 0.839 0.408 1.636
H -1.119 -1.830 -0.691
H 0.300 -1.454 0.199
H -2.444 -1.724 1.478
H -0.894 -2.685 1.596
H -1.247 0.031 2.593
H -0.718 -1.240 3.464
O 3.673 0.285 -0.194
H 2.932 0.382 0.438
H 4.362 0.542 0.436
O 2.502 -2.294 -0.720
H 2.266 -1.369 -0.575
H 2.891 -2.509 0.135
O -2.418 2.986 0.306
H -2.926 2.273 0.704
H -2.483 2.781 -0.637
*
```

Results of the natural (NBO) charge analysis, in e, for atoms 1 through 2:
1 C -0.4316
2 N -0.6574



# 6
ORCA calculation (the ωB97M-V functional and the def2-TZVPD basis) on 6 unconnected molecules or ions with the total composition C5H21NO7 in a non-equilibrium geometry.

Output
* structure (SMILES): CCC(=O)NCCO.O.O.O.O.O
* HOMO energy: -9.38 eV
* relative energy (zero: lowest compared OMol25 entry of this formula, charge and spin): 31.8 kcal per mole
* LUMO energy: 0.444 eV
* total energy: -784.53368 Ha

Structure (ORCA input):
```
! wB97M-V def2-TZVPD RIJCOSX def2/J DEFGRID3
* xyz 0 1
C 1.271 1.087 -3.494
C 1.367 0.028 -2.404
C 0.741 0.413 -1.089
O 0.194 1.477 -0.936
N 0.653 -0.482 0.016
C 1.685 -1.425 0.326
C 2.097 -1.431 1.833
O 1.046 -1.707 2.669
H 0.855 0.821 -4.473
H 0.515 1.833 -3.246
H 2.130 1.699 -3.722
H 0.990 -0.948 -2.818
H 2.465 -0.101 -2.153
H 0.077 -0.158 0.744
H 2.566 -1.228 -0.261
H 1.280 -2.427 0.032
H 2.476 -0.409 2.097
H 2.863 -2.192 2.057
H 0.313 -1.093 2.463
O -2.454 1.174 0.477
H -2.045 1.564 -0.249
H -2.005 0.833 1.232
O -3.966 -0.955 -0.950
H -3.339 -0.232 -0.770
H -4.783 -0.400 -1.116
O -2.752 -1.939 1.667
H -3.107 -1.578 0.805
H -2.628 -2.888 1.516
O -1.108 -0.033 2.519
H -1.788 -0.711 2.310
H -1.431 0.447 3.296
O 2.213 3.589 0.753
H 1.423 2.988 0.592
H 2.185 4.384 0.277
*
```

Results of the natural (NBO) charge analysis, in e, for atoms 1 through 2:
1 C -0.6345
2 C -0.5247



> Which of these has the highest total energy?

C5H21N3O3